Entry 1:
Computed, not measured: C5H9N in the gas phase, with ωB97M-V/def2-TZVPD.

XYZ file:
```
15
Properties=species:S:1:pos:R:3:forces:R:3:nbo_charge:R:1
N 1.184 0.119 -0.623 1.8872 -0.1789 1.9916 -0.419
C 0.067 -0.593 -0.025 -0.9968 -2.8608 0.9961 0.194
H -2.316 0.452 -1.204 -0.7906 -1.0243 -0.9734 0.210
H 1.145 -2.455 0.007 -1.2330 0.3781 -0.0757 0.198
C 1.830 0.903 0.211 -2.5335 -2.4006 0.3442 -0.039
H 2.923 0.946 0.287 -0.3343 0.9111 -1.2059 0.198
H -1.913 -0.454 0.896 1.4568 0.9157 -0.0803 0.216
C -1.095 0.253 0.507 -0.4518 -2.6912 -0.6371 -0.458
C 0.143 -1.994 0.240 3.5290 4.7498 -2.1668 -0.466
H 1.271 1.203 1.143 0.8991 -0.1286 -0.5874 0.133
H -0.588 0.737 1.324 -0.6437 0.9885 0.4804 0.207
H -2.488 1.707 -0.035 0.0450 0.8588 -0.4811 0.214
H -0.380 -2.497 0.982 -1.6658 -0.5340 0.8131 0.204
C -1.779 1.086 -0.567 3.0138 1.4214 -0.0117 -0.603
H -0.933 1.589 -1.245 -2.1814 -0.4049 1.5940 0.211
```
Positions in Å, forces in eV/Å.

Properties
- HOMO: -8.77 eV
- Total charge: 0
- Energy: -250.55113 Eh
- Largest force on an atom: 0.12254 Eh/bohr
- SMILES: C=NC(=C)CC



Entry 2:
Computed, not measured: C5H9N in the gas phase, with ωB97M-V/def2-TZVPD.

XYZ file:
```
15
Properties=species:S:1:pos:R:3:forces:R:3:nbo_charge:R:1
C -0.825 -1.077 -0.614 -0.0280 -0.0458 -0.0187 -0.619
H -0.677 -0.734 -1.643 0.0308 -0.0636 0.1655 0.216
N 2.605 -0.790 -0.944 -0.5528 0.3386 0.8571 -0.335
H -1.658 1.720 -0.326 0.1338 -0.0803 -0.0531 0.217
H -0.075 2.198 0.303 -0.1438 -0.1030 -0.0124 0.206
C -0.465 0.041 0.388 -0.0453 0.0182 0.0180 -0.203
H -0.199 1.417 -1.280 0.0069 0.0145 0.1760 0.213
C 1.918 -0.487 -0.065 0.5976 -0.2493 -0.8056 0.287
C -0.606 1.424 -0.262 0.0010 0.0581 -0.0254 -0.610
H -0.198 -1.966 -0.491 -0.1319 0.0791 0.0972 0.218
H 0.965 -0.954 1.730 -0.0425 0.0553 -0.2155 0.249
H -1.868 -1.389 -0.519 0.0890 0.1027 0.0164 0.217
H 1.283 0.760 1.500 -0.0607 -0.1416 -0.1159 0.246
C 0.951 -0.150 0.984 0.0106 -0.0094 0.0120 -0.509
H -1.152 -0.012 1.241 0.1352 0.0266 -0.0956 0.207
```
Positions in Å, forces in eV/Å.

Properties
- HOMO: -11.44 eV
- Total charge: 0
- Energy: -250.66011 Eh
- Largest force on an atom: 0.02090 Eh/bohr
- SMILES: CC(C)CC#N



Entry 3:
Computed, not measured: a molecular structure, C5H9N, with ωB97M-V/def2-TZVPD.

XYZ file:
```
15
Properties=species:S:1:pos:R:3:forces:R:3:nbo_charge:R:1
H 1.337 1.382 0.744 -0.1573 0.3246 0.5353 0.337
C 0.649 -0.435 1.152 0.2289 -0.2950 0.1270 -0.226
C 1.167 0.503 -0.974 -0.3733 -0.0722 -0.2718 0.000
H 0.712 1.381 -1.494 0.1196 -0.2329 -0.1021 0.083
H -0.927 1.898 -0.050 0.1733 -0.0467 0.0721 0.191
C -0.664 0.998 0.515 -0.1982 0.2478 -0.1658 -0.234
H 1.653 -0.856 1.195 -0.0380 -0.0227 -0.0790 0.206
N 0.580 1.051 1.377 -0.1703 -0.0252 0.0294 -0.551
H -1.432 -1.731 -0.622 0.1286 0.1182 -0.0422 0.228
C -0.631 -1.191 -1.138 0.0082 0.0376 0.0242 -0.620
H -1.058 -0.703 -2.024 0.0340 -0.1246 0.1345 0.217
H 0.121 -1.917 -1.473 -0.1913 0.1050 0.0475 0.228
H -1.515 0.711 1.145 0.1707 0.0005 -0.0850 0.193
H -0.014 -0.930 1.870 0.0839 0.0225 -0.1425 0.189
C 0.022 -0.161 -0.225 0.1813 -0.0369 -0.0816 -0.240
```
Positions in Å, forces in eV/Å.

Properties
- HOMO (alpha / beta): -8.90 / -8.82 eV
- Total charge: 0
- Energy: -250.45736 Eh
- Largest force on an atom: 0.01255 Eh/bohr



Entry 4:
Computed, not measured: C5H9N in the gas phase, with ωB97M-V/def2-TZVPD.

XYZ file:
```
15
Properties=species:S:1:pos:R:3:forces:R:3:nbo_charge:R:1
H 1.877 0.571 -1.050 -0.9847 -0.7645 0.2431 0.219
C 0.184 1.262 0.190 -1.1935 -2.0701 -2.8731 -0.432
H 0.090 2.191 -0.313 1.4410 1.2370 -0.1962 0.211
H -1.662 1.226 -1.107 0.4046 -1.3842 -1.0687 0.219
H 1.488 -1.853 -0.603 -0.4165 0.6248 -0.0407 0.204
C 1.356 0.251 -0.112 0.6646 3.3858 -0.3535 -0.415
H -0.238 1.366 1.136 0.4123 0.2132 2.1126 0.202
H -1.531 -0.640 1.336 0.9016 0.3899 2.4067 0.196
N -0.402 -0.912 -0.604 -4.9307 -1.3764 -1.5527 -0.395
C -1.017 0.516 -0.567 3.6644 0.6161 3.1242 -0.076
H 0.773 -1.640 0.954 0.1393 0.8798 0.1629 0.189
C -1.495 -0.506 0.317 -2.6647 -2.7040 -3.8994 -0.277
H -2.432 -0.972 -0.099 0.6036 0.3196 0.6132 0.185
H 2.124 0.267 0.535 2.9512 1.1577 2.7780 0.203
C 0.884 -1.126 -0.014 -0.9925 -0.5247 -1.4563 -0.234
```
Positions in Å, forces in eV/Å.

Properties
- HOMO: -8.29 eV
- Total charge: 0
- Energy: -250.52467 Eh
- Largest force on an atom: 0.10583 Eh/bohr
- SMILES: C1C[C@@H]2CN2C1



Entry 5:
Computed, not measured: C5H9N in the gas phase, with ωB97M-V/def2-TZVPD.

XYZ file:
```
15
Properties=species:S:1:pos:R:3:forces:R:3:nbo_charge:R:1
C -1.412 -0.671 -0.296 0.5449 0.9197 0.1870 -0.194
C -0.109 1.231 0.266 0.4263 1.9074 0.1872 -0.461
C 0.754 0.033 0.509 1.2723 -0.9806 -0.2611 -0.057
H 1.486 0.045 -1.434 -0.2791 0.3144 0.0326 0.343
H -2.159 1.265 -0.748 0.3837 -0.1362 0.9043 0.210
C -0.172 -1.188 0.332 0.4829 -2.3445 1.2699 -0.459
H -0.237 1.882 1.145 0.0513 -0.2872 -0.0406 0.219
C -1.401 0.674 -0.193 -1.5282 -0.7133 -2.7000 -0.196
H 1.301 0.073 1.436 -0.2582 -0.1185 0.6685 0.203
H -2.131 -1.382 -0.713 -0.0679 0.7567 0.1384 0.218
H -0.525 -1.806 1.257 1.0941 1.1775 -1.1016 0.213
H 0.453 -1.889 -0.277 -0.9734 0.0965 0.2590 0.208
H 0.450 1.890 -0.463 -0.9677 -0.5626 0.4058 0.231
N 1.857 0.033 -0.487 -0.9699 1.2836 -0.5767 -0.827
H 2.401 -0.786 -0.497 0.7890 -1.3129 0.6272 0.350
```
Positions in Å, forces in eV/Å.

Properties
- HOMO: -9.06 eV
- Total charge: 0
- Energy: -250.62723 Eh
- Largest force on an atom: 0.06191 Eh/bohr
- SMILES: NC1CC=CC1



Entry 6:
Computed, not measured: C5H9N in the gas phase, with ωB97M-V/def2-TZVPD.

XYZ file:
```
15
Properties=species:S:1:pos:R:3:forces:R:3:nbo_charge:R:1
H -0.430 1.315 -0.745 -0.3058 -0.1347 -0.2951 0.207
C -0.222 0.366 -0.269 1.1368 -0.7593 1.2304 -0.256
C -1.942 0.946 1.401 0.5489 -0.3055 -0.2675 -0.642
C 0.901 -0.448 -0.751 0.9990 -0.4718 -0.4188 0.164
H 2.654 -1.531 -0.455 0.1582 -0.1552 0.2896 0.192
H -1.895 1.040 2.486 -0.0721 0.1533 -0.0260 0.210
H -2.911 0.535 1.134 -0.1688 -0.3685 0.1296 0.217
H 1.885 -0.727 1.073 0.1158 -0.2905 0.2378 0.207
H -0.647 -0.768 1.563 0.6099 -0.5253 -0.5859 0.208
H -1.930 1.922 0.925 0.2026 0.2325 0.1270 0.205
C -0.801 0.058 0.886 -2.1061 1.7809 0.3288 -0.128
C 1.863 -0.980 0.030 -0.8759 0.7481 -0.6763 -0.496
N 0.893 -0.681 -2.148 -0.1752 -0.0960 0.1125 -0.814
H 1.679 -1.225 -2.460 0.2465 -0.1923 0.0630 0.364
H 0.901 0.176 -2.669 -0.3138 0.3844 -0.2493 0.362
```
Positions in Å, forces in eV/Å.

Properties
- HOMO: -8.22 eV
- Total charge: 0
- Energy: -250.62052 Eh
- Largest force on an atom: 0.05402 Eh/bohr
- SMILES: C=C(N)/C=C/C



Entry 7:
Computed, not measured: C5H9N in the gas phase, with ωB97M-V/def2-TZVPD.

XYZ file:
```
15
Properties=species:S:1:pos:R:3:forces:R:3:nbo_charge:R:1
H 1.930 -0.778 1.140 -3.5619 -0.3622 -0.7437 0.194
C -1.453 -0.237 0.049 5.2855 1.5596 1.1620 -0.230
C 0.866 0.323 -0.499 -1.0946 -2.3475 1.3316 -0.265
H -1.628 -1.250 0.149 -1.4466 -1.7369 0.5614 0.198
C 0.790 -0.848 0.581 3.4225 0.8909 0.5733 -0.266
H -0.268 2.081 0.628 1.9096 -1.2309 0.7144 0.188
H -0.411 -1.219 -1.602 0.3630 2.3044 0.2901 0.205
H 0.717 -1.924 0.156 -0.5552 1.6841 1.0715 0.203
H 1.305 1.502 1.408 2.5474 0.4631 2.2850 0.202
H -2.236 0.470 0.129 -0.7979 0.4029 0.0080 0.204
H 1.719 0.230 -1.205 -0.2037 0.9928 0.7302 0.217
C -0.455 -0.126 -1.181 -2.3157 0.5182 -0.6478 -0.443
H -0.991 0.568 -1.913 1.2683 -0.8489 0.4618 0.210
C 0.498 1.220 0.882 -6.6162 -1.1568 -6.2618 -0.209
N -0.381 -0.011 1.279 1.7954 -1.1328 -1.5362 -0.407
```
Positions in Å, forces in eV/Å.

Properties
- HOMO: -9.03 eV
- Total charge: 0
- Energy: -250.50868 Eh
- Largest force on an atom: 0.17858 Eh/bohr
- SMILES: C1CN2CC1C2



Entry 8:
Computed, not measured: a molecular structure, C5H9N, with ωB97M-V/def2-TZVPD.

XYZ file:
```
15
Properties=species:S:1:pos:R:3:forces:R:3:nbo_charge:R:1
H 1.123 -1.833 0.137 -1.1357 -2.1739 -0.1174 0.211
C 1.128 0.071 0.806 -1.8061 1.0368 5.6485 -0.414
H -1.930 -1.196 -0.756 1.2518 0.9469 0.3014 0.225
H 0.836 0.386 1.974 0.2669 -1.1582 -2.7640 0.166
C -1.291 -0.665 0.006 1.6572 -3.6830 4.4357 -0.406
H -1.617 0.961 -0.962 0.1740 1.8096 -0.2449 0.223
H 1.199 1.727 -0.489 -1.3978 1.7762 -0.0467 0.228
C 0.491 0.949 -0.244 3.2958 -1.2203 -2.2521 -0.096
C -1.043 0.790 -0.061 0.8365 2.5492 -1.0508 -0.470
H 0.484 -0.309 -1.962 -2.1771 -0.4066 -3.1849 0.332
C 0.449 -1.014 0.035 -0.7760 0.0164 -1.7413 -0.072
H -1.837 -0.987 1.039 1.6091 0.6000 -2.1958 0.215
H -1.166 1.539 0.748 -1.3212 -1.0402 -0.1507 0.234
H 2.189 -0.242 0.899 -0.4720 1.2168 -0.8307 0.239
N 0.985 -0.178 -1.170 -0.0053 -0.2696 4.1937 -0.616
```
Positions in Å, forces in eV/Å.

Properties
- HOMO: -9.40 eV
- Total charge: 0
- Energy: -250.49977 Eh
- Largest force on an atom: 0.11707 Eh/bohr



Entry 9:
Computed, not measured: 2 unconnected molecules or ions with the total composition C5H9N2, with ωB97M-V/def2-TZVPD.

XYZ file:
```
16
Properties=species:S:1:pos:R:3:forces:R:3:nbo_charge:R:1
H -0.575 -0.455 4.445 0.0015 0.4068 -0.2671 0.243
C 0.085 -0.049 -2.388 -1.6050 -0.3209 -0.5935 -0.388
C -1.278 0.029 3.759 0.5334 -0.5420 2.9524 -0.360
H -2.243 0.256 4.204 0.0661 0.4780 -0.8871 0.263
H 1.531 -1.513 -1.708 -0.0106 0.0972 0.4502 0.288
N -0.895 -0.371 1.444 0.8793 0.6315 -0.0930 -0.110
H 0.538 -0.247 -3.371 0.0966 0.7475 0.4478 0.253
C 0.598 -1.067 -1.313 2.5428 3.7171 -0.9862 -0.492
C 0.493 1.110 -1.456 -1.3072 -1.0264 1.1704 -0.565
H 1.413 0.384 0.407 1.4847 0.1306 2.6311 0.202
H -1.009 0.002 -2.561 0.5810 -0.4002 0.2655 0.250
H 1.378 1.644 -1.528 2.8483 1.1313 -1.1596 0.316
C 0.924 0.153 -0.453 -2.5650 -0.9840 -2.8595 0.415
H -0.057 2.044 -1.162 -0.4414 -1.0753 -0.2587 0.333
H 0.086 -1.826 -0.870 -1.8972 -2.0191 1.2186 0.285
N -0.989 -0.094 2.551 -1.2073 -0.9720 -2.0312 0.068
```
Positions in Å, forces in eV/Å.

Properties
- HOMO (alpha / beta): -12.53 / -12.53 eV
- Total charge: +1
- Energy: -304.96366 Eh
- Largest force on an atom: 0.08966 Eh/bohr



Entry 10:
Computed, not measured: 2 unconnected molecules or ions with the total composition C5H9N2, with ωB97M-V/def2-TZVPD.

XYZ file:
```
16
Properties=species:S:1:pos:R:3:forces:R:3:nbo_charge:R:1
H 1.235 -1.222 1.924 -0.0071 -0.7971 -1.3431 0.266
C -1.131 3.460 -0.854 -0.1128 -2.1187 -0.4666 -0.473
C 1.167 -2.167 1.303 0.6469 -0.4027 0.9827 -0.661
H -0.786 3.063 0.071 0.2068 -0.2142 0.5016 0.155
N -1.089 -1.525 0.323 -1.0893 1.3467 -0.2058 -0.219
H 1.623 -1.354 -1.282 3.6298 -0.3856 -1.3027 0.445
H -2.272 -0.009 -0.703 0.8212 -0.6552 0.4932 0.277
C 0.200 -2.120 0.117 -0.2619 0.5856 0.2399 0.049
H 2.160 -2.583 1.011 -0.5377 0.9107 -0.2279 0.255
H -1.451 2.783 -1.648 0.1123 0.3345 0.2508 0.149
C -0.139 -0.494 -1.412 0.1287 -0.9163 1.2511 0.548
N 0.722 -1.360 -0.993 -2.7306 2.1362 -0.3059 -0.486
H -1.248 4.478 -0.957 -0.2058 1.9388 -0.2919 0.179
C -1.341 -0.595 -0.540 -0.1154 -0.4737 -0.0123 -0.045
H 0.917 -2.918 2.052 -0.8334 -0.0943 -0.2083 0.278
H -0.101 -3.015 -0.420 0.3483 -1.1948 0.6452 0.284
```
Positions in Å, forces in eV/Å.

Properties
- HOMO (alpha / beta): -16.17 / -11.86 eV
- Total charge: +1
- Energy: -304.94703 Eh
- Largest force on an atom: 0.07537 Eh/bohr